# 1
# C2H11N4O

An isolated ion of composition C2H11N4O and charge +1 at a distorted geometry (wB97M-V/def2-TZVPD, the Open Molecules 2025 dataset).

- Total charge: +1
- Energy: -376.6623 Eh
- Energy above the lowest of the compared OMol25 structures with the same formula, charge and spin: 5.4641 eV
- HOMO level: -13.816 eV
- HOMO-LUMO gap: 11.010 eV

Last column: natural (NBO) charge in e.
Atoms and positions in Å:
O 0.748 -1.875 -1.291  -0.357
N -1.508 0.672 0.032  -0.456
N 1.464 -2.387 -0.187  -0.570
N 0.382 1.891 0.631  -0.884
N -0.932 -0.574 -0.202  -0.416
C -0.894 1.427 1.092  -0.095
C 0.473 -0.602 -1.185  0.107
H -1.557 -1.335 -0.508  0.434
H -0.510 -0.678 0.732  0.434
H 0.004 -0.265 -2.166  0.212
H -1.644 2.411 1.274  0.210
H 0.974 2.100 1.420  0.386
H 0.454 2.662 0.020  0.385
H -1.603 1.292 -0.718  0.378
H 1.119 0.177 -0.661  0.255
H -0.801 0.956 2.075  0.222
H 1.305 -3.418 -0.157  0.376
H 2.526 -2.455 -0.201  0.379

# 2
# C2H11N8

A 2-piece molecular cluster, C2H11N8 overall at a distorted geometry (wB97M-V/def2-TZVPD, the Open Molecules 2025 dataset).

- Total charge: +1
- Energy: -520.4897 Eh
- Energy above the lowest of the compared OMol25 structures with the same formula, charge and spin: 0.3493 eV
- HOMO level (alpha / beta): -12.109 / -11.773 eV
- HOMO-LUMO gap (alpha / beta): 7.501 / 6.907 eV

Last column: natural (NBO) charge in e.
Atoms and positions in Å:
N -0.599 0.493 -0.164  -0.272
N 1.507 -0.405 -1.824  -0.476
N -1.451 -1.628 -0.256  -0.776
N 1.152 -0.619 -0.604  -0.110
N 2.780 0.964 0.349  -0.678
N -0.762 1.804 0.040  -0.644
N 1.541 -0.504 1.643  -0.794
N -2.761 0.086 0.559  -0.801
C 1.928 0.013 0.444  0.515
C -1.563 -0.348 0.109  0.611
H 2.189 0.330 -2.281  0.410
H 1.315 -1.494 1.807  0.399
H -2.166 -2.224 -0.064  0.395
H 2.154 -0.208 2.372  0.412
H -0.565 2.555 -0.610  0.395
H 2.710 1.613 -0.402  0.358
H -0.961 2.217 0.919  0.379
H 0.765 -0.789 -2.461  0.409
H -0.463 -2.108 -0.283  0.439
H -3.243 0.915 0.238  0.430
H -3.475 -0.690 0.692  0.399

# 3
# C2H11NO2S2

A 3-piece molecular cluster, C2H11NO2S2 overall at a distorted geometry (wB97M-V/def2-TZVPD, the Open Molecules 2025 dataset).

- Total charge: 0
- Energy: -1084.3873 Eh
- Energy above the lowest of the compared OMol25 structures with the same formula, charge and spin: 0.4745 eV
- HOMO level: -8.704 eV
- HOMO-LUMO gap: 9.098 eV

Last column: natural (NBO) charge in e.
Atoms and positions in Å:
S 1.727 0.516 -0.996  0.088
S 3.426 -0.592 -1.562  -0.122
O 0.108 0.900 2.467  -0.943
O -0.968 2.731 0.567  -0.970
N -1.566 -1.745 -1.229  -0.822
C -0.841 -0.527 -0.848  -0.230
C 0.629 -0.836 -0.491  -0.566
H 0.651 -1.096 0.575  0.220
H -1.330 -0.011 -0.012  0.173
H 3.484 -1.114 -0.325  0.127
H -0.404 2.000 0.868  0.488
H -0.480 1.152 3.177  0.479
H -0.806 0.165 -1.694  0.188
H 0.822 1.538 2.578  0.477
H -2.555 -1.534 -1.308  0.358
H -1.314 2.588 -0.314  0.472
H -1.470 -2.379 -0.443  0.345
H 0.887 -1.754 -1.011  0.238

# 4
# C2H11NO3

A 3-piece molecular cluster, C2H11NO3 overall at a distorted geometry (wB97M-V/def2-TZVPD, the Open Molecules 2025 dataset).

- Total charge: 0
- Energy: -363.2011 Eh
- Energy above the lowest of the compared OMol25 structures with the same formula, charge and spin: 1.9955 eV
- HOMO level: -9.054 eV
- HOMO-LUMO gap: 9.401 eV

Last column: natural (NBO) charge in e.
Atoms and positions in Å:
O -1.456 2.164 1.568  -0.932
O -1.187 -1.774 1.168  -0.708
O -1.046 2.339 -1.763  -0.945
N 1.298 -1.261 0.674  -0.635
C -0.187 -1.148 0.249  0.071
C 2.179 -1.172 -0.554  -0.423
H -0.311 -0.028 0.150  0.156
H -0.768 -1.413 1.989  0.471
H -1.583 1.665 -2.251  0.477
H 1.350 -2.142 1.024  0.337
H 1.813 -0.388 -1.124  0.197
H -1.568 1.890 0.673  0.469
H -0.335 -1.596 -0.721  0.140
H 1.873 -2.128 -0.974  0.180
H 3.245 -1.124 -0.226  0.212
H -1.745 3.012 -1.426  0.471
H -1.572 3.104 1.544  0.462

# 5
# C2H11NO3

A 3-piece molecular cluster, C2H11NO3 overall at a distorted geometry (wB97M-V/def2-TZVPD, the Open Molecules 2025 dataset).

- Total charge: 0
- Energy: -363.2376 Eh
- Energy above the lowest of the compared OMol25 structures with the same formula, charge and spin: 1.0019 eV
- HOMO level: -9.200 eV
- HOMO-LUMO gap: 9.804 eV

Last column: natural (NBO) charge in e.
Atoms and positions in Å:
O 1.275 1.894 -1.499  -0.958
O 0.430 -0.667 0.174  -0.788
O 2.771 0.660 1.189  -0.975
N -1.995 -0.948 0.460  -0.625
C -2.048 -0.709 -0.998  -0.428
C -0.754 -0.479 1.065  0.076
H -1.992 -2.044 0.662  0.348
H 3.302 1.050 1.891  0.488
H 1.015 1.046 -1.117  0.488
H 2.774 1.202 0.400  0.495
H -3.112 -0.901 -1.320  0.200
H -1.377 -1.437 -1.503  0.188
H 1.098 -0.297 0.778  0.496
H -1.680 0.336 -1.204  0.206
H -0.787 0.654 1.277  0.153
H -0.711 -1.055 1.987  0.169
H 1.791 1.696 -2.241  0.466

# 6
# C2H11NO3

A 3-piece molecular cluster, C2H11NO3 overall at a distorted geometry (wB97M-V/def2-TZVPD, the Open Molecules 2025 dataset).

- Total charge: +1
- Energy: -362.8905 Eh
- Energy above the lowest of the compared OMol25 structures with the same formula, charge and spin: 1.9020 eV
- HOMO level (alpha / beta): -13.732 / -13.732 eV
- Multiplicity: 2
- HOMO-LUMO gap (alpha / beta): 9.788 / 4.950 eV
- Expectation value of S²: 0.76

Last column: Mulliken spin population.
Atoms and positions in Å:
O 2.744 1.528 0.713  0.001
O -0.422 5.072 -3.135  0.000
O -1.168 -3.331 1.284  0.129
N -0.602 -1.096 1.005  0.808
C -0.178 -2.363 1.583  -0.025
C -0.285 -0.651 -0.338  0.011
H -0.240 -2.191 2.658  0.009
H -1.997 -3.113 1.744  -0.009
H 1.874 1.806 0.389  0.000
H 2.652 0.616 0.401  -0.001
H -0.192 -1.471 -1.075  0.049
H 0.724 -0.146 -0.311  0.057
H 0.189 4.523 -3.647  0.000
H -1.132 4.416 -3.126  0.000
H -1.106 0.053 -0.530  -0.002
H 0.686 -2.826 1.095  0.002
H -1.547 -0.825 1.290  -0.029

# 7
# C2H11NO3

A 3-piece molecular cluster, C2H11NO3 overall at a distorted geometry (wB97M-V/def2-TZVPD, the Open Molecules 2025 dataset).

- Total charge: +1
- Energy: -362.8538 Eh
- Energy above the lowest of the compared OMol25 structures with the same formula, charge and spin: 2.9009 eV
- HOMO level (alpha / beta): -13.441 / -13.441 eV
- Multiplicity: 2
- HOMO-LUMO gap (alpha / beta): 9.626 / 4.542 eV
- Expectation value of S²: 0.75

Last column: Mulliken spin population.
Atoms and positions in Å:
O 0.368 -2.169 -3.587  0.000
O -0.672 -0.363 3.323  0.025
O -0.844 0.415 -3.350  0.000
N 0.973 0.531 1.612  0.834
C 0.648 1.931 1.373  0.022
C -0.303 -0.229 1.925  0.014
H 1.627 0.167 0.855  -0.020
H 1.570 2.561 1.515  0.031
H 0.258 2.135 0.310  0.074
H -0.321 -1.247 1.653  -0.004
H -0.531 1.285 -3.170  0.000
H -0.137 -2.670 -2.859  0.000
H -1.420 0.242 -4.093  0.000
H -0.753 0.583 3.616  0.000
H 1.300 -2.217 -3.132  0.000
H -0.300 2.020 1.955  0.001
H -0.993 0.140 1.191  0.023

# 8
# C2H11NO4

A 4-piece molecular cluster, C2H11NO4 overall at a distorted geometry (wB97M-V/def2-TZVPD, the Open Molecules 2025 dataset).

- Total charge: 0
- Energy: -438.5141 Eh
- Energy above the lowest of the compared OMol25 structures with the same formula, charge and spin: 1.1798 eV
- HOMO level: -10.412 eV
- HOMO-LUMO gap: 11.093 eV

Last column: natural (NBO) charge in e.
Atoms and positions in Å:
O -2.132 1.495 -1.101  -0.979
O -0.203 2.708 0.608  -0.981
O -0.305 -0.576 -1.392  -0.637
O 2.270 1.621 -1.270  -0.949
N 0.438 -1.418 0.613  -0.616
C 0.537 -2.671 1.360  -0.416
C -0.391 -1.324 -0.437  0.541
H 1.278 -3.326 0.895  0.200
H -0.936 2.660 -0.025  0.497
H 2.006 2.492 -0.958  0.472
H -0.360 -3.290 1.276  0.206
H -0.587 3.056 1.416  0.469
H -2.073 1.771 -2.019  0.478
H 0.729 -2.452 2.401  0.211
H -1.312 -1.921 -0.314  0.115
H -1.481 0.776 -0.967  0.496
H 1.471 1.113 -1.072  0.474
H 1.050 -0.711 0.986  0.420